Here is 7 unconnected molecules or ions with the total composition C22H44B2FNO8S in a non-equilibrium geometry from OMol25. Energies are from ωB97M-V with the def2-TZVPD basis set.

Cartesian coordinates (Å):
C1 0.052 8.555 -0.355
O1 1.292 8.006 0.083
B1 2.007 7.280 -0.846
O2 2.596 7.845 -1.951
B2 2.243 5.607 -0.640
N1 3.136 5.129 0.439
C2 2.773 5.333 1.575
S1 2.060 5.307 2.976
C3 1.574 4.506 -1.575
C4 0.722 3.502 -0.790
F1 2.590 3.839 -2.275
H1 0.021 8.769 -1.423
H2 -0.767 7.880 -0.121
H3 -0.114 9.475 0.192
H4 2.019 8.453 -2.423
H5 0.976 5.014 -2.330
H6 -0.322 3.750 -0.939
H7 0.920 3.596 0.275
H8 0.959 2.512 -1.137
C5 -2.212 -0.652 -1.427
C6 -0.855 -0.063 -1.681
C7 0.303 -1.029 -1.765
O3 -0.683 1.131 -1.816
H9 -2.950 0.146 -1.386
H10 -2.477 -1.347 -2.234
H11 -2.218 -1.184 -0.474
H12 0.137 -1.735 -2.580
H13 0.401 -1.576 -0.826
H14 1.224 -0.480 -1.953
C8 5.700 1.741 6.388
C9 4.508 2.028 5.510
C10 4.521 3.325 4.735
O4 3.582 1.255 5.429
H15 5.563 0.784 6.880
H16 6.608 1.696 5.785
H17 5.801 2.521 7.146
H18 5.380 3.347 4.063
H19 4.574 4.169 5.425
H20 3.611 3.407 4.147
C11 5.370 -2.790 6.813
C12 6.690 -2.336 6.240
C13 7.717 -3.404 5.950
O5 6.914 -1.169 6.023
H21 4.727 -1.926 6.970
H22 4.878 -3.474 6.120
H23 5.530 -3.293 7.768
H24 7.323 -4.114 5.222
H25 7.975 -3.934 6.869
H26 8.614 -2.943 5.544
C14 -4.393 -3.894 -4.892
C15 -3.971 -3.781 -3.446
C16 -4.577 -4.760 -2.482
O6 -3.178 -2.937 -3.089
H27 -3.884 -3.133 -5.480
H28 -4.131 -4.879 -5.282
H29 -5.470 -3.747 -4.978
H30 -4.316 -5.785 -2.772
H31 -5.663 -4.649 -2.474
H32 -4.195 -4.567 -1.482
C17 -2.245 -7.426 -4.712
C18 -3.217 -8.292 -3.947
C19 -3.155 -9.777 -4.201
O7 -4.009 -7.819 -3.165
H33 -2.390 -6.384 -4.438
H34 -1.221 -7.714 -4.473
H35 -2.411 -7.537 -5.785
H36 -2.167 -10.159 -3.940
H37 -3.358 -9.985 -5.253
H38 -3.901 -10.279 -3.591
C20 -5.005 2.585 -2.084
C21 -5.763 1.943 -0.946
C22 -6.896 2.740 -0.343
O8 -5.477 0.844 -0.537
H39 -4.221 1.913 -2.424
H40 -5.682 2.790 -2.915
H41 -4.549 3.518 -1.750
H42 -7.650 2.951 -1.102
H43 -6.517 3.679 0.063
H44 -7.352 2.167 0.461

Results
2S+1   1
Maximum force   1.276 eV/Å
E_HOMO   -8.72 eV
SMILES   COB(O)B(N=C=S)[C@H](C)F.CC(C)=O.CC(C)=O.CC(C)=O.CC(C)=O.CC(C)=O.CC(C)=O
Calculated total energy   -56303.977 eV